DFT (ωB97M-V with the def2-TZVPD basis set) results for a 3-piece molecular cluster, C20H21FN2O10S overall.

Last column: natural (NBO) charge in e.
Geometry (Å):
1 S -3.5446 2.0062 -2.6598  2.534
2 F -3.3208 2.5945 -4.1040  -0.495
3 O 3.0966 3.9356 1.1605  -0.626
4 O 2.7862 2.1995 3.0527  -0.544
5 O -4.3645 2.9318 -1.9732  -0.896
6 O -0.5639 -8.7840 -2.9025  -0.537
7 O -3.9188 0.6544 -2.8626  -0.916
8 O 0.2258 -3.9150 -1.0290  -0.560
9 O 0.0258 -5.8325 0.7089  -0.622
10 O 3.8048 7.1692 4.5010  -0.541
11 O 3.5315 5.4217 6.3950  -0.623
12 O -0.3098 -6.8773 -4.6378  -0.621
13 N -1.6053 0.2948 0.5795  -0.332
14 N -2.0385 2.0905 -2.0477  -0.857
15 C 3.5823 6.0412 4.1017  0.475
16 C -0.8550 0.0004 -2.8673  -0.411
17 C 3.4790 5.6659 2.7075  -0.397
18 C 3.0277 3.3233 3.4538  0.475
19 C -0.4686 0.7014 1.2197  -0.079
20 C 3.1426 3.6954 4.8471  -0.399
21 C -1.7199 -0.6451 -0.5260  -0.208
22 C -0.3719 -7.6901 -2.4059  0.474
23 C 3.4048 4.9730 5.1574  0.336
24 C -2.6785 0.8890 1.1685  -0.064
25 C -0.0211 -5.2734 -2.9446  -0.403
26 C -0.2219 -6.5306 -3.3663  0.342
27 C -0.2776 -7.4325 -0.9850  -0.395
28 C 3.2175 4.3885 2.3978  0.334
29 C 0.0571 -5.0161 -1.5245  0.480
30 C -0.0748 -6.1760 -0.5642  0.333
31 C -0.9158 1.5214 -2.8474  -0.226
32 C -2.2307 1.6863 2.1804  -0.307
33 C -0.5374 -0.6281 -1.5040  -0.422
34 C -0.8225 1.5642 2.2135  -0.308
35 H 3.7116 6.3799 6.3188  0.509
36 H 0.1632 -4.8650 0.7247  0.510
37 H -3.6967 0.7470 0.8470  0.214
38 H -0.2438 -1.6647 -1.6743  0.240
39 H 0.0848 -4.4400 -3.6246  0.244
40 H -1.8714 3.0830 -1.8997  0.410
41 H 3.6141 6.4335 1.9590  0.245
42 H -0.0085 1.8916 -2.3685  0.211
43 H -0.9221 1.9230 -3.8641  0.200
44 H -0.0432 -0.2582 -3.5548  0.215
45 H -0.1405 2.0421 2.8981  0.219
46 H -1.8209 -1.6532 -0.1118  0.198
47 H 2.8892 2.9832 1.2438  0.509
48 H -2.6495 -0.4302 -1.0469  0.222
49 H 3.0131 2.9265 5.5954  0.247
50 H 0.3320 -0.1332 -1.0733  0.205
51 H -2.8377 2.2895 2.8357  0.219
52 H -1.7616 -0.4338 -3.2848  0.226
53 H 0.5060 0.3424 0.9390  0.206
54 H -0.3753 -8.2671 -0.3055  0.248
55 H -0.4626 -7.8436 -4.6465  0.510

Properties
Energy: -58087.24311 eV
Multiplicity: 1

DFT (ωB97M-V with the def2-TZVPD basis set) results for C20H21FN6O3 in the gas phase at a distorted geometry.

Last column: natural (NBO) charge in e.
Geometry (Å):
1 F -1.0882 5.3003 -1.5185  -0.334
2 O 2.2336 4.0305 0.6092  -0.598
3 O -0.4892 -1.9800 1.8278  -0.545
4 O -0.7901 -6.7411 -0.2725  -0.601
5 N 1.0131 -4.2332 -1.6534  0.008
6 N 0.3198 3.2454 -0.3517  -0.591
7 N 2.1944 -4.1263 -1.1016  -0.018
8 N 2.3775 -2.8873 -0.8228  -0.271
9 N 0.3889 -3.0729 -1.7497  -0.307
10 N -1.6414 -4.7348 -0.9063  -0.626
11 C -0.7468 -5.7367 -0.9419  0.667
12 C -0.5234 6.0768 -0.5588  0.417
13 C 0.3837 -5.4755 -1.9694  -0.319
14 C -0.9211 -3.3085 1.6445  -0.056
15 C -2.5833 -4.5617 0.1776  -0.225
16 C 0.5683 7.7482 1.3334  -0.230
17 C 1.0357 6.4568 1.1930  -0.131
18 C 0.4947 5.5815 0.2502  -0.228
19 C 0.7832 -1.8875 2.4173  -0.250
20 C 1.2658 -2.2253 -1.2122  0.290
21 C 2.0322 -0.0324 -0.4177  -0.160
22 C -0.9975 7.3699 -0.4396  -0.284
23 C -0.4519 8.2079 0.5161  -0.170
24 C -2.2796 -3.2748 0.9450  -0.423
25 C 1.0462 -0.8130 -1.0167  -0.129
26 C -0.1617 -0.2257 -1.3886  -0.147
27 C 1.1130 4.2158 0.1815  0.679
28 C -0.3747 1.1145 -1.1593  -0.246
29 C 0.6120 1.8971 -0.5551  0.158
30 C 1.8218 1.3107 -0.1872  -0.207
31 H -1.3122 1.5691 -1.4485  0.209
32 H 1.1308 -6.2660 -1.8946  0.261
33 H 0.7899 -2.3359 3.4183  0.166
34 H -1.4279 -3.8974 -1.4400  0.420
35 H -0.9895 -3.8292 2.6117  0.169
36 H -1.7840 7.7014 -1.0992  0.234
37 H -0.5994 3.5104 -0.6755  0.413
38 H -3.0651 -3.0899 1.6767  0.216
39 H -2.4999 -5.4385 0.8240  0.229
40 H -0.1856 -3.8563 1.0337  0.155
41 H 2.9635 -0.4967 -0.1335  0.234
42 H 1.0141 -0.8269 2.4877  0.197
43 H 1.8403 6.0854 1.8094  0.243
44 H 2.5862 1.9110 0.2763  0.253
45 H 1.0023 8.3995 2.0760  0.221
46 H -3.5978 -4.5162 -0.2307  0.200
47 H 1.5449 -2.3845 1.8041  0.173
48 H -0.0369 -5.4350 -2.9773  0.234
49 H -0.8202 9.2172 0.6153  0.221
50 H -0.9238 -0.8290 -1.8573  0.221
51 H -2.2644 -2.4311 0.2510  0.209

Properties
Multiplicity: 1
ΔE to the lowest compared entry with this formula, charge and spin: 0.174 eV